# C4H10N2O2

A 2-piece molecular cluster, C4H10N2O2 overall at a distorted geometry (the ωB97M-V functional and the def2-TZVPD basis, the Open Molecules 2025 dataset).

Values from the calculation:
- ΔE to the lowest compared entry with this formula, charge and spin (kJ/mol) = 147.8
- 2S+1 = 2
- charge = +1
- E_HOMO (alpha / beta) (eV) = -13.648 / -13.645
- orbital gap (alpha / beta) (eV) = 8.868 / 6.171

```
18
C4H10N2O2 (the ωB97M-V functional and the def2-TZVPD basis)
C 1.001 -0.039 2.348
C 1.241 0.712 1.233
N 0.352 1.602 0.457
N 1.570 -1.324 2.524
H 0.452 0.336 3.189
H 2.252 0.651 0.764
H 0.077 -0.133 -0.341
H -0.578 1.583 0.857
H 0.704 2.551 0.506
H 1.576 -1.938 1.719
H 1.452 -1.784 3.453
O -2.079 0.749 -0.974
C -1.434 -0.127 -1.550
O -0.406 -0.777 -0.884
C -1.532 -0.453 -3.051
H -0.615 -0.215 -3.635
H -1.674 -1.517 -3.157
H -2.361 0.124 -3.460
```

# C20H18ClFN2O4

A single C20H18ClFN2O4 molecule at a distorted geometry (the ωB97M-V functional and the def2-TZVPD basis, the Open Molecules 2025 dataset).

Values from the calculation:
- charge = 0
- E_HOMO (eV) = -8.726
- SMILES string = O=C(COC(=O)[C@@H]1CC(=O)N(Cc2ccccc2)C1)Nc1ccc(Cl)cc1F
- orbital gap (eV) = 8.865

```
46
C20H18ClFN2O4 (the ωB97M-V functional and the def2-TZVPD basis)
O 0.250 1.869 2.026
C -0.024 2.090 0.819
C -1.615 2.718 0.659
O -2.396 1.917 -0.025
C -2.524 1.551 -1.130
O -1.725 1.915 -2.132
C -3.706 0.625 -1.481
C -4.792 0.492 -0.452
C -4.246 -0.680 0.291
O -4.799 -1.153 1.374
N -3.312 -1.235 -0.349
C -2.757 -2.604 0.104
C -1.235 -2.310 0.550
C -0.299 -3.193 -0.152
C 1.026 -2.923 0.176
C 1.456 -1.724 1.170
C 0.461 -1.189 1.611
C -0.900 -1.383 1.745
C -3.060 -0.927 -1.501
N 0.667 1.917 -0.347
C 1.789 1.122 -0.421
C 1.951 0.020 -1.542
C 3.056 -0.587 -1.446
C 4.044 -0.377 -0.428
Cl 5.504 -1.038 -0.803
C 3.966 0.739 0.263
C 2.745 1.444 0.373
F 2.752 2.360 1.360
H -1.389 3.405 -0.134
H -1.997 3.063 1.554
H -3.920 0.913 -2.587
H -4.886 1.528 -0.303
H -5.512 0.110 -1.126
H -2.896 -3.553 -0.445
H -3.374 -2.744 1.080
H -0.650 -3.843 -0.844
H 1.682 -3.352 -0.101
H 2.535 -1.849 1.535
H 0.589 -0.330 2.618
H -1.684 -0.793 2.004
H -1.858 -0.923 -1.660
H -3.399 -1.401 -2.461
H -0.006 1.914 -1.327
H 1.144 0.093 -2.048
H 3.264 -1.420 -2.385
H 4.725 1.145 1.094
```

# C27H36BrN5O

A 4-piece molecular cluster, C27H36BrN5O overall at a distorted geometry (the ωB97M-V functional and the def2-TZVPD basis, the Open Molecules 2025 dataset).

Values from the calculation:
- 2S+1 = 2
- charge = +5
- E_HOMO (alpha / beta) (eV) = -21.538 / -21.538
- orbital gap (alpha / beta) (eV) = 8.644 / 5.003

```
70
C27H36BrN5O (the ωB97M-V functional and the def2-TZVPD basis)
Br -10.347 1.761 -15.245
C -14.984 2.007 -13.529
C -14.267 2.730 -14.634
O -14.269 3.968 -14.749
N -13.662 1.876 -15.796
H -12.672 1.857 -15.595
H -13.979 0.924 -15.677
C -14.032 2.458 -17.148
H -15.795 1.377 -13.897
H -15.251 2.692 -12.725
H -14.342 1.294 -13.012
H -13.440 3.320 -17.457
H -15.097 2.679 -17.230
H -13.742 1.729 -17.904
C -11.456 6.389 -25.484
N -11.332 6.285 -23.987
C -11.734 5.115 -23.430
C -11.719 4.974 -22.032
C -11.207 5.993 -21.196
C -10.688 7.151 -21.848
C -10.806 7.281 -23.245
C -11.092 5.944 -19.725
C -10.764 4.725 -19.156
C -10.718 4.661 -17.775
N -11.048 5.675 -16.940
C -11.431 6.864 -17.444
C -11.418 7.033 -18.884
C -11.055 5.409 -15.437
H -12.435 6.084 -25.854
H -10.792 5.621 -25.878
H -11.265 7.414 -25.801
H -12.251 4.340 -23.977
H -12.186 4.093 -21.618
H -10.306 8.004 -21.306
H -10.466 8.139 -23.806
H -10.561 3.917 -19.844
H -10.617 3.681 -17.332
H -11.686 7.688 -16.794
H -11.697 7.981 -19.319
H -11.017 6.363 -14.912
H -10.168 4.854 -15.133
H -11.994 4.952 -15.122
C -1.182 -0.366 -9.973
N -2.240 -0.174 -11.006
C -2.337 1.036 -11.619
C -3.077 1.231 -12.768
C -3.863 0.192 -13.205
C -3.762 -1.043 -12.555
C -3.076 -1.178 -11.355
C -4.885 0.361 -14.297
C -5.637 1.506 -14.411
C -6.530 1.677 -15.481
N -6.757 0.734 -16.427
C -6.114 -0.477 -16.294
C -5.198 -0.660 -15.224
C -7.449 0.980 -17.690
H -1.417 -1.179 -9.286
H -1.022 0.607 -9.508
H -0.243 -0.646 -10.451
H -1.667 1.799 -11.251
H -3.060 2.180 -13.282
H -4.397 -1.865 -12.852
H -2.968 -2.116 -10.831
H -5.583 2.315 -13.698
H -6.967 2.646 -15.673
H -6.397 -1.226 -17.018
H -4.779 -1.648 -15.097
H -7.324 0.080 -18.292
H -7.047 1.870 -18.173
H -8.508 1.136 -17.484
```

# C6H12FN

A single C6H12FN molecule at a distorted geometry (the ωB97M-V functional and the def2-TZVPD basis, the Open Molecules 2025 dataset).

Values from the calculation:
- ΔE to the lowest compared entry with this formula, charge and spin (kJ/mol) = 437.6
- charge = 0
- E_HOMO (eV) = -9.207
- SMILES string = CC1(C)N[C@]1(C)CF
- orbital gap (eV) = 10.053

```
20
C6H12FN (the ωB97M-V functional and the def2-TZVPD basis)
C 1.948 -0.451 -0.144
C 0.471 -0.544 0.386
C 0.031 -1.830 -0.037
N 0.000 0.087 1.607
C -0.522 0.630 0.310
C 0.186 1.942 0.042
C -1.887 0.343 -0.426
F -2.529 -0.723 0.311
H 2.449 0.574 0.119
H 2.789 -1.327 -0.115
H 1.636 -0.321 -1.366
H 0.358 -2.671 0.682
H 0.585 -1.836 -1.021
H -1.108 -1.850 -0.363
H -0.916 -0.470 1.958
H 1.164 1.850 0.496
H -0.298 2.923 0.429
H 0.163 2.362 -0.913
H -1.678 0.203 -1.610
H -2.843 1.107 -0.344
```

# C3H7N2OS

A 2-piece molecular cluster, C3H7N2OS overall at a distorted geometry (the ωB97M-V functional and the def2-TZVPD basis, the Open Molecules 2025 dataset).

Values from the calculation:
- ΔE to the lowest compared entry with this formula, charge and spin (kJ/mol) = 449.5
- charge = +1
- E_HOMO (eV) = -13.706
- orbital gap (eV) = 8.742

```
14
C3H7N2OS (the ωB97M-V functional and the def2-TZVPD basis)
C 2.836 0.497 -0.416
C -1.984 -0.097 0.002
C 1.565 0.252 -0.043
N -0.851 -0.121 -0.635
N -2.735 -1.160 0.299
O 1.074 -0.370 1.063
S 0.233 0.879 -1.155
H 3.200 1.005 -1.248
H 3.701 0.022 0.223
H -2.630 0.751 0.027
H -3.605 -1.102 0.645
H -2.310 -2.021 0.294
H 1.586 -1.088 1.371
H -0.080 2.552 -0.426
```